1.
{"formula": "C5H12", "method": "ωB97M-V/def2-TZVPD", "species": ["C", "C", "H", "H", "H", "H", "C", "C", "C", "H", "H", "H", "H", "H", "H", "H", "H"], "positions_angstrom": [[-1.07251, 2.72766, 1.21459], [-0.84868, 4.08397, 1.46328], [-0.29530, 1.97278, 1.03530], [-1.98841, 2.39458, 0.72074], [0.12921, 4.47428, 1.70279], [-1.64845, 4.81536, 1.55092], [1.14307, -1.59030, 0.38924], [0.47263, -2.48664, -0.65867], [-0.06062, -1.67203, -1.81760], [0.39354, -0.94401, 0.86048], [1.54096, -2.20198, 1.19314], [1.97453, -1.05480, -0.04947], [1.20585, -3.21315, -1.02489], [-0.35403, -3.01240, -0.18190], [-0.71972, -2.24000, -2.46952], [0.72940, -1.27050, -2.45953], [-0.60148, -0.78279, -1.46890]], "forces_ev_per_angstrom": [[0.779, 3.010, -1.236], [-0.669, -3.292, -0.064], [-0.030, 0.608, 0.614], [-0.260, 0.160, 0.828], [0.208, -0.191, 0.147], [-0.042, -0.255, -0.282], [-0.509, -0.747, 0.111], [0.315, 0.403, 0.155], [-0.080, 0.632, -0.359], [0.325, 0.282, -0.311], [0.215, -0.192, 0.261], [0.030, 0.516, -0.022], [-0.208, -0.151, 0.061], [0.012, -0.242, 0.007], [-0.214, -0.170, -0.085], [0.181, -0.102, 0.121], [-0.054, -0.271, 0.053]], "e_homo_ev": [1.47, -6.35], "multiplicity": 2, "fmax_ev_per_a": 3.36, "relative_energy_kcal_mol": 22.7, "lumo_ev": [4.1, 4.1], "charge": -1, "s2": 0.7503, "gap_ev": [2.617, 10.486]}

***

2.
{"formula": "C5H12", "method": "ωB97M-V/def2-TZVPD", "species": ["C", "C", "C", "C", "C", "H", "H", "H", "H", "H", "H", "H", "H", "H", "H", "H", "H"], "positions_angstrom": [[2.36210, 0.03138, 1.09758], [1.45541, -0.88523, 0.10809], [-1.44254, -0.31797, -0.34305], [-2.88790, -0.23297, -0.85228], [1.18709, 0.55308, 0.28953], [2.16392, -0.35498, 2.08753], [3.31829, 0.45027, 0.78992], [2.10501, -1.31278, -0.65911], [-1.32212, -0.13372, 0.71870], [-1.01715, -1.31997, -0.43920], [-0.81964, 0.26661, -1.00472], [-3.12295, -1.12610, -1.44166], [-3.62811, -0.18899, -0.04752], [-3.06123, 0.60111, -1.53520], [2.97647, 1.95911, 0.92859], [1.25627, 1.03620, -0.69026], [0.47708, 0.97496, 0.99307]], "forces_ev_per_angstrom": [[-0.698, -1.672, -1.677], [1.240, -0.374, 2.520], [-0.665, -0.896, -0.661], [-0.223, -0.589, -0.054], [0.199, -0.558, -0.507], [0.314, 1.073, 0.429], [0.358, -0.806, 0.296], [-0.557, 0.811, -0.879], [0.024, 0.649, -0.168], [-0.258, -0.027, -0.070], [0.246, 0.431, 0.473], [-0.111, 0.025, 0.049], [0.041, 0.083, -0.075], [0.041, 0.187, 0.228], [0.111, 0.818, 0.001], [0.593, 1.123, 0.671], [-0.657, -0.279, -0.575]], "e_homo_ev": [-1.61, -1.24], "multiplicity": 2, "fmax_ev_per_a": 2.83, "relative_energy_kcal_mol": 116.7, "lumo_ev": [3.8, 3.8], "charge": -1, "s2": 0.7635, "gap_ev": [5.458, 5.081]}

***

3.
{"formula": "C5H12BrCl2S", "method": "ωB97M-V/def2-TZVPD", "species": ["C", "S", "C", "C", "C", "Br", "H", "H", "H", "H", "H", "H", "H", "H", "H", "H", "C", "Cl", "Cl", "H", "H"], "positions_angstrom": [[0.86541, -0.05178, 0.96995], [-0.02135, -0.03646, -0.63585], [-1.67070, -0.85517, -0.41520], [-2.34809, -0.51830, 0.93156], [-2.64127, 0.99712, 0.99936], [-3.93481, -1.64513, 1.09485], [0.57455, -0.98224, 1.46265], [1.94286, 0.00650, 0.82854], [0.47052, 0.76240, 1.57880], [-0.29144, 1.26346, -0.96827], [-1.52707, -1.92648, -0.57557], [-2.27141, -0.50766, -1.26291], [-1.64711, -0.77208, 1.72713], [-1.73659, 1.54600, 1.29488], [-3.40676, 1.25123, 1.72794], [-2.89105, 1.34007, -0.00946], [4.08809, -0.07674, -1.85727], [5.09426, -0.32672, -0.42834], [3.34783, 1.53204, -1.85305], [4.70217, -0.17593, -2.74522], [3.30196, -0.82413, -1.86450]], "forces_ev_per_angstrom": [[-1.042, 0.430, 0.248], [0.504, -0.705, -0.672], [-0.471, 0.322, 0.485], [0.530, 0.696, -0.428], [0.346, -0.448, -0.244], [0.480, 0.367, -0.087], [0.175, -0.071, -0.273], [-0.136, 0.064, -0.311], [0.302, 0.007, -0.034], [-0.060, -0.462, 0.723], [0.414, 0.142, 0.183], [0.156, 0.132, 0.090], [-0.435, -0.336, 0.154], [-0.089, -0.162, 0.026], [-0.101, -0.070, -0.174], [-0.433, 0.153, 0.281], [0.116, -0.173, -0.001], [-0.084, -0.048, -0.020], [-0.201, 0.015, -0.004], [0.031, 0.106, 0.043], [-0.002, 0.041, 0.016]], "e_homo_ev": -13.99, "fmax_ev_per_a": 1.15, "lumo_ev": -3.5, "charge": 1, "gap_ev": 10.462}

***

4.
{"formula": "C5H12CaO3", "method": "ωB97M-V/def2-TZVPD", "species": ["C", "C", "O", "Ca", "H", "H", "H", "H", "O", "H", "C", "O", "C", "C", "H", "H", "H", "H", "H", "H", "H"], "positions_angstrom": [[1.99736, -2.13490, 1.47534], [0.59786, -2.21869, 1.93945], [-0.13129, -3.19237, 1.71754], [-2.00736, -3.98729, 2.50051], [2.24313, -2.93431, 0.76940], [2.63772, -2.20202, 2.37072], [2.18056, -1.14648, 1.03439], [0.21626, -1.39933, 2.57170], [-0.42577, -0.58402, -0.00199], [-1.32615, -0.96629, -0.05850], [-0.20363, 2.48606, -2.87708], [0.10235, 1.68092, -1.76736], [-0.90290, 1.67967, -0.78776], [-0.50315, 0.78111, 0.36047], [0.63831, 2.42613, -3.57699], [-1.11880, 2.13484, -3.38477], [-0.35013, 3.53872, -2.57825], [-1.86242, 1.33700, -1.22086], [-1.06438, 2.70180, -0.39568], [-1.21309, 0.93367, 1.18945], [0.49553, 1.06578, 0.72027]], "forces_ev_per_angstrom": [[0.019, 0.051, -0.054], [0.141, -0.096, -0.262], [0.370, 0.488, 0.193], [-0.399, -0.317, 0.075], [-0.083, 0.201, 0.200], [-0.110, 0.004, -0.192], [-0.068, -0.210, 0.077], [0.101, -0.100, -0.158], [-0.582, -1.036, 0.248], [0.726, 0.539, -0.170], [-0.166, 0.314, -0.369], [0.141, -0.310, 0.383], [-0.140, 0.284, -0.165], [-0.024, 0.583, 0.216], [-0.242, 0.000, 0.235], [0.214, 0.086, 0.106], [0.039, -0.245, -0.088], [0.146, 0.047, 0.102], [0.000, -0.206, -0.064], [0.126, -0.016, -0.152], [-0.208, -0.063, -0.162]], "e_homo_ev": [-9.77, -12.27], "multiplicity": 2, "fmax_ev_per_a": 1.21, "relative_energy_kcal_mol": 0.0, "lumo_ev": [-3.6, -3.9], "charge": 1, "s2": 0.7501, "gap_ev": [6.167, 8.383]}

***

5.
{"formula": "C5H12ClF6N4P", "method": "ωB97M-V/def2-TZVPD", "species": ["N", "C", "N", "C", "N", "C", "C", "C", "Cl", "N", "H", "H", "H", "H", "H", "H", "H", "H", "H", "H", "H", "H", "F", "P", "F", "F", "F", "F", "F"], "positions_angstrom": [[-2.80406, -0.07466, -1.52726], [-1.88791, 0.88576, -0.98405], [-0.56240, 0.85920, -1.67777], [0.58503, 1.20962, -1.14012], [0.64813, 1.71283, 0.12148], [1.36633, 0.73332, 0.97481], [2.80771, 0.66691, 0.49137], [2.79376, 0.24999, -0.98169], [4.37791, 0.46307, -1.74013], [1.78954, 1.02346, -1.77098], [-2.83938, -0.88370, -0.91275], [-2.55831, -0.41933, -2.44632], [-1.69904, 0.62632, 0.06726], [-2.28702, 1.90772, -1.05688], [-0.56530, 0.51313, -2.62846], [-0.25020, 1.99088, 0.49180], [0.83716, -0.20493, 0.83130], [1.27529, 1.00609, 2.02715], [3.41042, -0.04203, 1.06784], [3.27739, 1.65475, 0.58413], [2.55296, -0.81299, -1.07866], [1.64388, 0.53163, -2.64754], [-2.65204, -3.17970, 1.45627], [-1.72075, -1.97453, 2.01576], [-1.52033, -1.66405, 0.34237], [-0.75111, -3.14156, 2.61797], [-2.55085, -2.08767, 3.40656], [-2.42674, -0.46267, 1.98905], [-0.29007, -1.08688, 2.10749]], "forces_ev_per_angstrom": [[0.092, -0.184, 0.117], [-0.124, 0.140, 0.207], [0.291, 0.371, -0.237], [-0.161, 0.195, 0.569], [-0.286, 0.031, -0.347], [0.457, -0.105, 0.115], [-0.061, 0.372, -0.278], [-0.005, 0.219, 0.325], [0.098, 0.026, -0.073], [-0.487, -1.011, -0.009], [0.087, 0.075, -0.078], [-0.143, 0.245, -0.107], [-0.187, 0.129, -0.271], [0.154, -0.183, -0.083], [0.020, 0.062, 0.053], [-0.014, -0.206, 0.078], [0.354, -0.205, 0.343], [0.041, 0.089, -0.242], [-0.229, 0.016, -0.165], [-0.092, -0.201, -0.073], [0.056, 0.135, 0.080], [0.202, 0.183, -0.106], [-0.521, 1.032, -0.213], [0.165, 0.095, 0.404], [0.690, -0.958, 0.480], [0.138, 0.088, -1.111], [0.866, 0.436, 0.177], [-0.576, -0.674, -0.624], [-0.826, -0.213, 1.068]], "e_homo_ev": -10.55, "fmax_ev_per_a": 1.37, "lumo_ev": -0.4, "gap_ev": 10.139}

***

6.
{"formula": "C5H12FN", "method": "ωB97M-V/def2-TZVPD", "species": ["C", "C", "C", "C", "C", "N", "F", "H", "H", "H", "H", "H", "H", "H", "H", "H", "H", "H", "H"], "positions_angstrom": [[1.67730, 0.76988, -0.70158], [1.37578, -1.03244, 1.18135], [-1.98073, 0.14992, 1.08158], [1.21740, -0.65944, -0.26469], [-1.50214, -0.29798, -0.18424], [-1.74929, 0.50824, -1.23950], [-2.11184, -1.51047, -0.59362], [1.63160, 0.79813, -1.82859], [1.06195, 1.48688, -0.14886], [2.71896, 0.87788, -0.29394], [2.45650, -0.80447, 1.42156], [0.68758, -0.39414, 1.77308], [0.84985, -2.00437, 1.28769], [-2.06010, -0.65457, 1.83514], [-3.08342, 0.48996, 0.88714], [-1.46011, 0.97007, 1.41830], [1.05523, -1.45600, -1.05179], [-1.35776, 0.37578, -2.19199], [-1.94142, 1.44769, -1.08192]], "forces_ev_per_angstrom": [[0.124, -2.512, 0.211], [-0.959, 0.629, -0.943], [-3.757, -1.084, 0.798], [-1.011, 0.664, -1.147], [0.370, -2.295, -2.729], [0.829, 0.629, -2.512], [0.730, -0.505, 1.066], [0.122, 0.619, 1.360], [-0.021, 0.239, -0.560], [-0.624, 0.180, -0.729], [-1.095, -1.049, 0.550], [0.801, 0.179, 0.001], [1.465, -0.003, 0.402], [0.359, 0.446, -0.387], [1.558, -0.411, 0.524], [1.291, 1.811, 1.027], [0.378, 1.073, 1.097], [-0.252, -0.369, 1.463], [-0.306, 1.760, 0.508]], "e_homo_ev": [-7.24, -7.24], "fmax_ev_per_a": 3.99, "relative_energy_kcal_mol": 66.3, "lumo_ev": [0.7, 0.9], "gap_ev": [7.926, 8.146]}